Entry 1:
Density functional theory data (the ωB97M-V functional and the def2-TZVPD basis) for the molecule C3H8N2O2.

Last column: Löwdin charge in e.
Geometry (Å):
N  -1.857689  0.839970  -0.693084  0.00
C  -1.149144  -0.383473  -0.989815  -0.29
C  0.380033  -0.412065  -0.950885  -0.19
N  1.044101  0.293841  0.140246  0.07
C  0.817753  -0.162345  1.408511  -0.61
O  -0.170905  -0.722065  1.788654  0.11
O  1.885204  0.086335  2.232701  0.08
H  -1.387170  1.644889  -1.106495  0.07
H  -1.818582  1.071522  0.294071  0.06
H  -1.389603  -0.721240  -1.977205  0.10
H  -1.490116  -1.122229  -0.272785  0.10
H  0.696169  -1.460773  -0.999767  0.12
H  0.808790  -0.009482  -1.873396  0.11
H  2.022205  0.480460  -0.014628  0.13
H  1.608949  0.576650  3.013876  0.12

Atoms 1-6, force components in eV/Å:
N 0.4 1.1 0.0
C 0.4 -0.2 1.0
C 0.5 0.1 -0.8
N 0.0 -0.7 0.3
C 0.2 0.2 0.2
O -0.5 -0.1 0.1

## Properties
HOMO energy: -9.41 eV
2S+1: 1
Energy relative to the best compared isomer or geometry (same formula, charge and spin): 60.24 kJ/mol
Kohn-Sham gap: 10.002 eV

=====

Entry 2:
Density functional theory data (the ωB97M-V functional and the def2-TZVPD basis) for a structure of composition C3H8N2O2.

Last column: Löwdin charge in e.
Geometry (Å):
N  0.252403  -1.436681  0.746487  0.15
C  0.224554  -1.945133  -0.427152  -0.24
N  0.968939  -2.960846  -0.895794  0.13
H  0.960165  -1.736135  1.404024  0.12
H  -0.375867  -0.423977  0.823095  0.03
H  -0.477998  -1.477489  -1.109084  0.15
H  0.955544  -3.091355  -1.889895  0.10
H  1.791937  -3.232399  -0.394403  0.11
O  0.955508  1.423885  0.424825  -0.01
C  -0.263881  1.567166  0.410587  -0.69
O  -1.109785  0.620512  0.664322  -0.06
C  -0.872838  2.919966  0.111964  -0.02
H  -1.929944  2.838367  -0.124700  0.07
H  -0.727674  3.555774  0.982919  0.08
H  -0.351056  3.378344  -0.727193  0.07

Atoms 1-6, force components in eV/Å:
N 0.3 -0.5 -0.3
C 0.1 0.3 0.5
N -0.4 0.3 -0.2
H 0.0 0.0 0.0
H -0.7 0.8 0.2
H -0.1 -0.2 -0.1

## Properties
HOMO energy: -8.66 eV
2S+1: 1
Energy relative to the best compared isomer or geometry (same formula, charge and spin): 76.60 kJ/mol
Kohn-Sham gap: 9.061 eV

=====

Entry 3:
Density functional theory data (the ωB97M-V functional and the def2-TZVPD basis) for the molecule C3H8N2O2.

Last column: Löwdin charge in e.
Geometry (Å):
N  1.541855  2.123118  -0.643131  0.15
C  1.184640  0.779372  -0.573684  -0.51
O  1.922070  -0.077245  -1.006692  0.06
C  -0.221250  0.433777  -0.149496  -0.15
N  -0.242560  -0.859708  0.501216  -0.04
C  -1.476996  -1.561473  0.420603  -0.31
O  -2.454887  -0.921241  1.243330  -0.07
H  2.536977  2.205082  -0.492070  0.11
H  0.959193  2.698258  -0.059347  0.09
H  -0.613342  1.216093  0.516501  0.12
H  -0.880917  0.503147  -1.025656  0.14
H  0.587449  -1.391151  0.291572  0.11
H  -1.958571  -1.655821  -0.539541  0.12
H  -1.303765  -2.569703  0.811138  0.12
H  -1.964169  -0.611653  2.015467  0.08

Atoms 1-6, force components in eV/Å:
N -0.5 -1.1 0.7
C 0.1 0.3 -1.3
O 0.3 -0.3 0.5
C -0.4 0.6 0.6
N 0.0 0.6 -0.3
C -0.3 -0.6 1.4

## Properties
HOMO energy: -9.47 eV
2S+1: 1
Energy relative to the best compared isomer or geometry (same formula, charge and spin): 95.15 kJ/mol
Kohn-Sham gap: 10.258 eV

=====

Entry 4:
Density functional theory data (the ωB97M-V functional and the def2-TZVPD basis) for the molecule C3H8N2O2.

Last column: Löwdin charge in e.
Geometry (Å):
C  -1.366807  -0.700828  0.861844  0.00
C  -0.223755  -0.322928  -0.064017  -0.55
N  -0.579910  0.557329  -1.250394  0.09
O  0.421743  -1.470207  -0.510778  0.01
C  0.699978  0.785164  0.504791  -0.51
N  2.001263  0.677349  0.107747  0.17
O  0.289671  1.626396  1.278854  0.06
H  -1.050733  -1.487614  1.535799  0.09
H  -1.688144  0.184654  1.438146  0.09
H  -2.213645  -1.040668  0.267993  0.08
H  -0.892631  0.036994  -2.048525  0.07
H  -1.254691  1.263691  -0.994249  0.09
H  0.818803  -1.261603  -1.388307  0.12
H  2.373489  -0.204775  -0.183156  0.09
H  2.665368  1.357048  0.444251  0.11

Atoms 1-6, force components in eV/Å:
C -0.1 0.7 -0.2
C -0.5 2.3 -0.8
N 0.0 -0.9 0.4
O 0.6 0.1 -1.1
C 0.9 -1.5 1.6
N 0.1 0.4 0.1

## Properties
HOMO energy: -9.22 eV
2S+1: 1
Energy relative to the best compared isomer or geometry (same formula, charge and spin): 76.52 kJ/mol
Kohn-Sham gap: 9.930 eV

=====

Entry 5:
Density functional theory data (the ωB97M-V functional and the def2-TZVPD basis) for the molecule C3H8N2O2S.

Last column: Löwdin charge in e.
Geometry (Å):
C  -2.006669  0.629844  0.209322  -0.10
C  -0.966757  1.433255  -0.471759  -0.13
C  0.129092  0.149609  1.307644  -0.19
N  -0.784053  1.021054  0.889855  -0.14
N  2.198653  -2.545494  -1.212176  -0.21
O  0.416951  -1.319708  -2.403942  -0.47
O  0.458761  -1.050205  0.252261  -0.50
S  0.575840  -2.143495  -1.219562  0.90
H  -3.032819  1.076640  0.466209  0.13
H  -1.894763  -0.458531  -0.033226  0.11
H  -0.333171  1.000808  -1.193296  0.07
H  -1.148871  2.406447  -0.933250  0.11
H  -0.330332  -0.328222  2.132376  0.10
H  1.063644  0.786757  1.697939  0.17
H  2.791178  -1.783858  -1.658503  0.09
H  2.662998  -2.687166  -0.322202  0.05

Atoms 1-6, force components in eV/Å:
C -0.5 -1.5 -0.3
C -0.1 0.5 -1.1
C 3.0 -0.2 0.2
N -2.5 3.5 -1.1
N 1.4 1.7 -0.8
O 0.1 -0.3 0.2

## Properties
HOMO energy: -9.25 eV
2S+1: 1
Energy relative to the best compared isomer or geometry (same formula, charge and spin): 402.18 kJ/mol
Kohn-Sham gap: 9.841 eV

=====

Entry 6:
Density functional theory data (the ωB97M-V functional and the def2-TZVPD basis) for a cluster of 2 separate species, C3H8N2OS in total.

Last column: Löwdin charge in e.
Geometry (Å):
C  2.794099  0.424906  0.229951  -0.08
C  -2.334060  0.353993  0.001893  -0.09
C  -0.852488  0.400086  0.367029  -0.29
N  -0.031472  0.091140  -0.786851  -0.18
N  0.878591  -0.873097  -0.847606  -0.48
O  2.375439  1.541617  0.242663  -0.01
S  0.729177  -2.179081  0.169357  0.70
H  3.722865  0.075573  0.706483  0.06
H  -2.588409  -0.617784  -0.410184  0.07
H  -2.936263  0.526417  0.888519  0.07
H  -2.567307  1.117093  -0.734196  0.07
H  -0.590883  1.391099  0.750342  0.11
H  -0.645461  -0.337840  1.147158  0.07
H  0.287076  0.895702  -1.318894  0.13
H  1.759096  -2.809820  -0.405661  -0.14

Atoms 1-6, force components in eV/Å:
C -1.3 1.3 -0.5
C 0.3 0.0 0.2
C -0.4 0.0 0.1
N -0.2 0.3 -0.1
N 1.2 0.5 -0.8
O 0.6 -1.3 0.1

## Properties
HOMO energy (alpha / beta): -7.69 / -6.76 eV
2S+1: 1
Energy relative to the best compared isomer or geometry (same formula, charge and spin): 524.39 kJ/mol
Kohn-Sham gap (alpha / beta): 8.460 / 7.389 eV

=====

Entry 7:
Density functional theory data (the ωB97M-V functional and the def2-TZVPD basis) for the molecule C3H8N2OS.

Last column: Löwdin charge in e.
Geometry (Å):
N  1.407020  1.388087  -0.274111  0.10
C  1.096893  0.070841  -0.692982  -0.49
O  1.905118  -0.758683  -0.969446  0.10
C  -0.438693  -0.245967  -0.439921  -0.33
N  -0.548868  -1.706627  -0.763613  0.02
C  -0.865908  -0.206885  1.043556  -0.57
S  -0.931454  1.313958  1.963254  0.72
H  0.694854  1.992635  -0.704610  0.10
H  2.274208  1.683823  -0.722275  0.10
H  -1.043101  0.256891  -1.203482  0.14
H  -0.365230  -2.236598  0.067819  0.06
H  -1.299942  -1.920169  -1.391341  0.07
H  -0.167309  -0.933652  1.535381  0.09
H  -1.867833  -0.619564  1.063719  0.07
H  0.150241  1.921904  1.488052  -0.18

Atoms 1-6, force components in eV/Å:
N -0.1 0.3 -2.1
C -1.3 0.6 1.9
O 0.4 0.0 -0.3
C 1.0 -2.8 -1.0
N 0.4 1.9 -0.4
C 1.1 -0.3 -0.5

## Properties
HOMO energy: -8.98 eV
2S+1: 1
Energy relative to the best compared isomer or geometry (same formula, charge and spin): 123.74 kJ/mol
Kohn-Sham gap: 9.702 eV

=====

Entry 8:
Density functional theory data (the ωB97M-V functional and the def2-TZVPD basis) for the molecule C3H8N2OS.

Last column: Löwdin charge in e.
Geometry (Å):
C  -2.555195  0.588548  0.183379  -0.41
S  -1.480359  -0.841060  -0.020192  0.88
C  0.088971  -0.057334  -0.137235  -0.64
C  1.253755  -0.997155  -0.437872  -0.26
N  2.375026  -0.711935  0.473673  -0.02
N  0.183502  1.213552  -0.015061  -0.04
O  1.437770  1.771127  -0.136688  -0.07
H  -2.499359  1.241002  -0.685786  0.04
H  -3.570819  0.209668  0.306907  0.03
H  -2.253043  1.154716  1.066751  0.04
H  1.571045  -0.812046  -1.460027  0.12
H  0.897869  -2.033327  -0.389674  0.09
H  2.104310  -0.992696  1.421640  0.10
H  3.203778  -1.271444  0.209681  0.10
H  2.094923  1.076401  0.087166  0.05

Atoms 1-6, force components in eV/Å:
C 0.0 0.1 0.1
S 0.0 0.0 0.0
C 0.5 0.4 -0.1
C -0.4 0.1 0.3
N 0.4 -0.8 0.1
N -0.5 -0.5 0.1

## Properties
HOMO energy: -8.36 eV
2S+1: 1
Energy relative to the best compared isomer or geometry (same formula, charge and spin): 247.70 kJ/mol
Kohn-Sham gap: 9.027 eV

=====

Entry 9:
Density functional theory data (the ωB97M-V functional and the def2-TZVPD basis) for the molecule C3H8N2OS.

Last column: Löwdin charge in e.
Geometry (Å):
C  -1.710906  0.973164  2.001064  -0.36
S  -1.896371  -0.416420  0.761446  0.84
N  -0.460830  -0.254934  -0.065883  -0.34
C  0.722222  -0.826745  0.120538  -0.56
O  1.000512  -1.329929  1.228700  0.02
C  1.572332  -0.580948  -1.066525  -0.23
N  1.142418  0.147721  -2.243225  -0.01
H  -1.671263  1.957497  1.584465  0.01
H  -0.843819  0.505603  2.617890  0.06
H  -2.711082  0.798362  2.632916  0.07
H  -0.782968  0.043183  -0.942759  0.03
H  2.457800  -0.074683  -0.580272  0.15
H  1.945368  -1.541316  -1.232469  0.11
H  0.593523  -0.493227  -2.860047  0.09
H  0.643063  1.092670  -1.955837  0.13

Atoms 1-6, force components in eV/Å:
C -1.3 -4.0 2.1
S -0.8 0.7 1.8
N -2.5 0.5 -0.2
C -0.5 -0.2 3.1
O 0.4 0.5 -2.6
C 2.5 1.4 1.3

## Properties
HOMO energy: -9.01 eV
2S+1: 1
Energy relative to the best compared isomer or geometry (same formula, charge and spin): 220.57 kJ/mol
Kohn-Sham gap: 9.516 eV

=====

Entry 10:
Density functional theory data (the ωB97M-V functional and the def2-TZVPD basis) for the molecule C3H8N2OS.

Last column: Löwdin charge in e.
Geometry (Å):
C  1.370443  1.259975  0.198888  -0.05
C  0.896113  -0.164861  0.635084  -0.22
N  -0.412425  -0.565634  0.014638  -0.40
S  -0.353176  -0.947745  -1.705895  0.79
C  -1.670708  -0.220594  0.644027  -0.62
N  -2.628436  -0.573248  -0.261279  0.09
O  -1.795781  0.221753  1.765090  0.07
H  0.621292  1.792705  -0.147542  0.01
H  1.899852  1.733254  1.081766  0.10
H  2.045788  1.284535  -0.581116  0.04
H  1.575597  -0.862839  0.375166  0.06
H  0.825516  -0.133143  1.629498  0.06
H  0.547604  -2.083398  -1.566487  -0.06
H  -2.424084  -1.158266  -1.038398  -0.01
H  -3.605694  -0.253510  -0.108206  0.13

Atoms 1-6, force components in eV/Å:
C 2.8 -2.7 3.8
C -2.4 3.0 -3.8
N 0.8 0.5 0.6
S 2.0 -1.2 1.5
C 1.4 -1.4 -1.6
N -3.1 1.4 1.5

## Properties
HOMO energy: -8.90 eV
2S+1: 1
Energy relative to the best compared isomer or geometry (same formula, charge and spin): 179.39 kJ/mol
Kohn-Sham gap: 9.418 eV

=====

Entry 11:
Density functional theory data (the ωB97M-V functional and the def2-TZVPD basis) for a cluster of 2 separate species, C3H8N2OS in total.

Last column: Löwdin charge in e.
Geometry (Å):
C  -1.547956  1.292031  0.146563  -0.27
C  -1.501013  -1.092516  -0.213546  -0.38
C  2.280155  0.061811  -0.441058  -0.27
N  -0.045214  1.288421  0.028224  -0.23
N  -0.131680  -1.233039  -0.414890  -0.28
O  -2.134421  0.134709  -0.420697  -0.15
S  0.701125  -0.140567  0.308783  0.80
H  -1.980842  1.326048  1.163317  0.12
H  -1.801711  2.150896  -0.480666  0.12
H  -1.976708  -1.782346  -0.884698  0.12
H  -1.580500  -1.287611  0.901175  0.13
H  2.978438  -0.724796  -0.029822  0.06
H  2.175115  -0.111076  -1.474257  0.03
H  2.649542  1.131845  -0.292390  0.09
H  1.915666  -1.013809  2.103957  0.09

Atoms 1-6, force components in eV/Å:
C 1.6 -1.4 -0.3
C -0.8 0.0 2.7
C 1.6 0.4 0.9
N 0.5 -0.4 1.7
N 3.1 -0.7 -0.9
O -0.3 0.9 -1.6

## Properties
HOMO energy (alpha / beta): -8.44 / -8.55 eV
2S+1: 1
Energy relative to the best compared isomer or geometry (same formula, charge and spin): 790.00 kJ/mol
Kohn-Sham gap (alpha / beta): 6.945 / 7.475 eV

=====

Entry 12:
Density functional theory data (the ωB97M-V functional and the def2-TZVPD basis) for the molecule C3H8N2OS.

Last column: Löwdin charge in e.
Geometry (Å):
C  0.708380  0.834759  -0.527002  -0.25
C  -0.696089  0.081113  -0.693017  -0.52
C  -0.505049  -1.432651  -0.592078  -0.08
N  1.327852  0.514781  0.704503  -0.32
N  -1.621065  0.489741  0.264323  0.07
O  0.894269  0.010447  3.128073  -0.54
S  0.569252  0.994475  2.113555  0.92
H  1.368640  0.582939  -1.358053  0.12
H  0.491722  1.903941  -0.531609  0.10
H  -0.989046  0.359165  -1.722542  0.14
H  -1.482500  -1.897906  -0.678814  0.07
H  -0.101422  -1.699831  0.380552  0.07
H  0.145010  -1.814547  -1.376454  0.08
H  1.772578  -0.393148  0.747170  0.10
H  -1.882533  1.466723  0.141392  0.04

Atoms 1-6, force components in eV/Å:
C -1.1 0.0 -0.3
C 1.1 -0.2 -0.7
C -0.2 0.3 -0.2
N 0.5 0.0 0.6
N -0.3 0.2 1.0
O 0.1 -0.7 0.8

## Properties
HOMO energy (alpha / beta): -7.92 / -9.27 eV
2S+1: 1
Energy relative to the best compared isomer or geometry (same formula, charge and spin): 353.29 kJ/mol
Kohn-Sham gap (alpha / beta): 7.368 / 8.991 eV